Density functional theory data (ωB97M-V/def2-TZVPD) for a structure of composition C49H54As2N2O2OsS3Sb.

Each line ends with the Löwdin charge.
CARTESIAN COORDINATES (ANGSTROEM)
1 Os 0.106 0.524 0.848  0.622
2 C 0.671 1.009 4.543  -0.236
3 As -0.444 1.439 3.011  1.081
4 C -2.233 1.129 3.675  -0.231
5 C -0.303 3.361 2.908  -0.404
6 C -0.301 4.163 4.046  -0.085
7 C -0.188 5.539 3.919  -0.041
8 C -0.080 6.117 2.659  -0.041
9 C -0.090 5.321 1.524  -0.083
10 C -0.198 3.938 1.647  -0.394
11 As -0.269 2.768 0.106  1.041
12 C 1.065 3.510 -1.091  -0.247
13 C -1.905 3.332 -0.753  -0.222
14 H 1.459 1.754 4.647  0.036
15 H 1.105 0.020 4.427  0.004
16 H 0.063 1.026 5.447  0.047
17 H -2.368 0.066 3.865  0.021
18 H -2.953 1.456 2.928  0.035
19 H -2.376 1.690 4.597  0.049
20 H -0.383 3.724 5.034  0.111
21 H -0.185 6.164 4.802  0.122
22 H 0.009 7.190 2.563  0.122
23 H -0.011 5.787 0.549  0.106
24 H 2.055 3.453 -0.639  0.033
25 H 0.836 4.553 -1.300  0.042
26 H 1.057 2.957 -2.030  0.027
27 H -1.971 2.900 -1.750  0.021
28 H -1.895 4.419 -0.822  0.051
29 H -2.760 3.018 -0.158  0.042
30 O -1.992 -0.075 0.785  -0.733
31 S -3.250 -0.327 -0.042  1.073
32 C -3.238 -2.119 -0.439  -0.266
33 C -1.980 -2.815 0.056  -0.241
34 C -1.977 -3.022 1.567  -0.220
35 C -0.757 -3.815 2.020  -0.287
36 S 0.743 -2.852 2.341  1.031
37 O 0.684 -1.529 1.592  -0.676
38 C 0.577 -2.505 4.072  -0.403
39 C -0.632 -2.236 4.708  -0.078
40 C -0.629 -1.952 6.064  -0.049
41 C 0.566 -1.944 6.776  -0.038
42 C 1.766 -2.223 6.140  -0.045
43 C 1.774 -2.509 4.781  -0.089
44 C -3.040 0.333 -1.672  -0.424
45 C -4.006 1.223 -2.117  -0.087
46 C -3.890 1.765 -3.392  -0.044
47 C -2.807 1.430 -4.189  -0.040
48 C -1.843 0.531 -3.734  -0.055
49 C -1.965 -0.032 -2.476  -0.115
50 H -3.367 -2.207 -1.516  0.098
51 H -4.128 -2.525 0.043  0.103
52 H -1.088 -2.259 -0.244  0.079
53 H -1.927 -3.787 -0.442  0.114
54 H -2.868 -3.586 1.855  0.137
55 H -2.026 -2.056 2.067  0.082
56 H -0.462 -4.533 1.252  0.077
57 H -0.927 -4.374 2.941  0.108
58 H -1.569 -2.266 4.170  0.104
59 H -1.563 -1.757 6.574  0.124
60 H 0.556 -1.737 7.838  0.124
61 H 2.690 -2.238 6.702  0.122
62 H 2.701 -2.754 4.276  0.104
63 H -4.840 1.491 -1.479  0.123
64 H -4.642 2.452 -3.756  0.126
65 H -2.715 1.858 -5.178  0.123
66 H -1.011 0.265 -4.374  0.113
67 H -1.251 -0.765 -2.118  0.058
68 C 4.299 -1.459 -6.349  -0.032
69 C 4.555 -0.513 -5.362  -0.047
70 C 3.995 -0.652 -4.103  -0.113
71 C 3.174 -1.751 -3.854  -0.372
72 C 2.907 -2.704 -4.835  -0.109
73 C 3.481 -2.550 -6.089  -0.044
74 Sb 2.423 -2.061 -1.943  1.614
75 C 3.972 -2.493 -0.618  -0.355
76 C 3.876 -2.232 0.745  -0.136
77 C 4.958 -2.527 1.558  -0.052
78 C 6.112 -3.082 1.014  -0.036
79 C 6.197 -3.334 -0.347  -0.042
80 C 5.126 -3.033 -1.179  -0.096
81 C 0.966 -3.547 -2.032  -0.372
82 C 1.116 -4.683 -1.242  -0.115
83 C 0.221 -5.735 -1.393  -0.057
84 C -0.810 -5.642 -2.319  -0.041
85 C -0.958 -4.501 -3.101  -0.052
86 C -0.067 -3.448 -2.963  -0.133
87 H 4.743 -1.344 -7.329  0.124
88 H 5.196 0.332 -5.576  0.121
89 H 4.204 0.075 -3.326  0.088
90 H 2.271 -3.558 -4.634  0.101
91 H 3.288 -3.282 -6.860  0.123
92 H 2.978 -1.792 1.161  0.057
93 H 4.907 -2.328 2.621  0.111
94 H 6.950 -3.318 1.656  0.124
95 H 7.098 -3.762 -0.767  0.125
96 H 5.205 -3.213 -2.245  0.110
97 H 1.935 -4.768 -0.535  0.108
98 H 0.342 -6.634 -0.804  0.124
99 H -1.496 -6.470 -2.444  0.125
100 H -1.753 -4.443 -3.833  0.124
101 H -0.165 -2.577 -3.604  0.106
102 C 6.204 1.228 -0.253  0.008
103 C 4.784 1.167 0.188  -0.272
104 C 4.356 1.565 1.453  0.045
105 C 3.019 1.446 1.781  -0.044
106 N 2.139 0.950 0.901  -0.155
107 C 2.651 0.621 -0.294  -0.761
108 S 1.300 0.026 -1.298  0.654
109 N 3.881 0.701 -0.700  0.147
110 H 6.869 1.501 0.562  0.094
111 H 6.312 1.962 -1.053  0.105
112 H 6.500 0.259 -0.656  0.092
113 H 5.057 1.959 2.175  0.134
114 H 2.634 1.742 2.747  0.108

Properties
E, eV: -221929.86596
Kohn-Sham gap, eV: 7.2
Energy above the lowest of the compared OMol25 structures with the same formula, charge and spin, kJ/mol: 0.0
Net charge: +3